Molecular formula: C2H6N2P
Method: DFT, wB97M-V/def2-TZVPD

The net charge is +1. The calculation puts the energy above the lowest of the compared OMol25 structures with the same formula, charge and spin at 0.437 eV. Its HOMO energy is -13.88 eV.

```
11
C2H6N2P | OMol25 | wB97M-V/def2-TZVPD
C 0.3150 1.0836 -0.3770
N -0.7729 0.4876 -0.6668
C -0.8201 -0.9396 -0.0588
P 0.8960 -1.1644 0.7299
N 1.3280 0.4591 0.2831
H 0.5968 2.0823 -0.9592
H -1.6274 0.8652 -1.1289
H -1.6715 -1.1153 0.5955
H -0.9814 -1.7060 -0.8786
H 0.5052 -1.0781 2.1995
H 2.2324 1.0256 0.2614
```